Record 1
{"formula": "C6H16BN5O15S2", "method": "ωB97M-V/def2-TZVPD", "charge": -2, "symbols": ["C", "B", "O", "S", "O", "O", "N", "S", "O", "O", "C", "O", "O", "H", "H", "H", "H", "C", "N", "O", "O", "H", "H", "H", "C", "N", "O", "O", "H", "H", "H", "C", "N", "O", "O", "H", "H", "H", "C", "N", "O", "O", "H", "H", "H"], "xyz": [[-4.14745, -1.70166, 0.73663], [-2.64223, -1.45764, 0.30672], [-1.99928, -2.32141, -0.51845], [-1.84473, 0.09083, 0.97632], [-2.10665, -0.00412, 2.40766], [-2.57779, 1.19641, 0.38060], [-0.28195, 0.01204, 0.64477], [0.61057, 1.31202, 1.02276], [1.02500, 2.00571, -0.18205], [-0.01194, 2.24205, 1.94043], [2.12990, 0.70616, 1.93643], [3.04823, 1.54409, 2.05283], [2.13074, -0.41778, 2.38516], [-4.69345, -0.80938, 0.41647], [-4.23802, -1.72028, 1.82047], [-4.56741, -2.59200, 0.26296], [-2.67260, -2.89636, -0.88970], [2.93017, 2.56827, 5.15419], [2.34631, 3.45673, 6.20000], [2.97137, 3.59711, 7.24065], [1.28977, 3.98628, 5.95612], [3.86959, 2.17786, 5.52765], [2.22321, 1.76500, 4.96438], [3.08466, 3.16034, 4.25733], [6.10684, 2.05228, 2.16106], [7.27214, 2.66784, 2.85736], [8.10143, 3.24966, 2.18217], [7.32463, 2.55071, 4.06287], [6.20172, 2.23973, 1.09911], [6.12339, 0.98770, 2.37014], [5.19917, 2.50467, 2.55086], [-0.07765, -2.47418, -3.99847], [-1.56027, -2.56191, -4.08990], [-2.05412, -2.73841, -5.19653], [-2.15735, -2.44818, -3.05688], [0.33730, -2.59017, -4.99309], [0.16461, -1.49964, -3.58239], [0.25451, -3.27026, -3.33950], [-4.85973, -2.37214, -6.67273], [-5.85734, -1.70894, -5.78880], [-5.53957, -1.48612, -4.64770], [-6.93451, -1.43838, -6.28886], [-3.95093, -2.55881, -6.10925], [-5.30175, -3.30386, -7.01418], [-4.66858, -1.70183, -7.50565]]}

Record 2
{"formula": "C6H16Ba2FO6S2", "method": "ωB97M-V/def2-TZVPD", "charge": 3, "relative_energy_ev": 6.6633, "symbols": ["Ba", "Ba", "F", "O", "S", "O", "O", "C", "C", "C", "H", "H", "H", "H", "H", "H", "H", "H", "O", "S", "O", "O", "C", "C", "C", "H", "H", "H", "H", "H", "H", "H", "H"], "xyz": [[1.95643, -1.53053, 3.26054], [4.14824, 1.07805, 1.47052], [2.40421, -0.92550, 0.52910], [-2.27289, 2.07640, -0.16607], [-0.87065, 2.24561, -0.65170], [-0.35345, 1.71250, -1.93746], [-0.63900, 4.01584, -0.76162], [0.49476, 4.56965, -1.38853], [0.48910, 6.13382, -1.35426], [0.35144, 1.70700, 0.68434], [0.45139, 4.20775, -2.41578], [1.32893, 4.26410, -0.75695], [-0.49682, 6.43862, -1.70523], [1.27168, 6.54371, -1.99274], [0.50555, 6.64271, -0.39048], [0.09353, 2.08728, 1.67276], [1.40026, 1.72395, 0.38803], [0.23484, 0.62430, 0.73194], [-0.67994, -1.72518, 1.91900], [-1.27792, -1.93341, 0.58538], [-1.72752, -0.79612, -0.23168], [-0.20997, -2.93097, -0.28433], [0.47619, -3.99921, 0.34812], [0.80491, -5.05715, -0.67811], [-2.72164, -3.11476, 0.92747], [-0.12283, -4.37485, 1.17767], [1.42121, -3.69044, 0.79499], [1.33331, -4.71426, -1.56767], [-0.13226, -5.42018, -1.10003], [1.33850, -5.82134, -0.11296], [-2.53051, -3.73430, 1.80368], [-2.85664, -3.78502, 0.07857], [-3.61249, -2.51808, 1.12354]]}

Record 3
{"formula": "C6H16BrNO2", "method": "ωB97M-V/def2-TZVPD", "relative_energy_ev": 3.7958, "symbols": ["Br", "C", "O", "C", "C", "N", "H", "H", "C", "C", "O", "C", "H", "H", "H", "H", "H", "H", "H", "H", "H", "H", "H", "H", "H", "H"], "xyz": [[9.96336, 17.02679, -19.54840], [12.04000, 13.25020, -19.10494], [10.80036, 13.94619, -19.39572], [10.92199, 14.80864, -20.53283], [10.37406, 13.95343, -21.69084], [8.93250, 13.42112, -21.33639], [9.11408, 12.73051, -20.62212], [8.30862, 14.09129, -20.91009], [8.23037, 12.79460, -22.54568], [9.13197, 11.57989, -23.09285], [9.80701, 10.94244, -22.04928], [10.63271, 9.84017, -22.40194], [12.81422, 14.01693, -19.07625], [12.34988, 12.64049, -19.95366], [12.12989, 12.75676, -18.13719], [11.91489, 15.23068, -20.68818], [10.37887, 15.74809, -20.43010], [11.05462, 13.11195, -21.82065], [10.24728, 14.44370, -22.65606], [8.00435, 13.55371, -23.29453], [7.43115, 12.34531, -21.95620], [9.89933, 11.84602, -23.81978], [8.39123, 10.91209, -23.53267], [9.93387, 9.00451, -22.43925], [11.34918, 9.56589, -21.62764], [11.17907, 9.95475, -23.33814]]}

Record 4
{"formula": "C6H16Cl2IN3P", "method": "ωB97M-V/def2-TZVPD", "charge": 1, "symbols": ["N", "P", "C", "I", "C", "C", "C", "N", "C", "N", "H", "H", "H", "H", "H", "H", "H", "H", "H", "H", "H", "H", "H", "H", "C", "Cl", "Cl", "H", "H"], "xyz": [[1.41973, 2.81211, 0.57416], [0.21689, 2.35472, -0.32991], [-0.13347, 0.53994, -0.16752], [1.71504, -0.46584, -0.59707], [-1.14400, 0.12340, -1.26989], [-2.46633, 0.63598, -0.68129], [-2.35824, 0.21873, 0.78855], [-0.85526, 0.11251, 1.04697], [-0.39524, 0.63524, 2.40546], [0.97581, 0.50055, 2.68235], [1.11198, 3.56666, 1.18128], [-0.96373, 3.06851, -0.05294], [0.42225, 2.44606, -1.71613], [-0.92316, 0.56241, -2.22789], [-1.22643, -0.95704, -1.26526], [-2.57815, 1.70955, -0.68872], [-3.33197, 0.14666, -1.10409], [-2.73030, -0.78563, 0.94802], [-2.86807, 0.84124, 1.50663], [-0.70840, -0.89884, 1.07501], [-0.97737, 0.07987, 3.13577], [-0.69971, 1.66941, 2.48267], [1.52229, 1.27284, 2.31623], [1.37433, -0.39064, 2.42625], [3.19016, -4.07148, -2.56173], [1.44433, -4.05438, -2.28524], [3.98479, -2.61487, -1.93716], [3.61144, -4.93137, -2.05683], [3.37077, -4.12633, -3.62766]]}

Record 5
{"formula": "C6H16FNO3Si", "method": "ωB97M-V/def2-TZVPD", "smiles": "CO[Si](F)(OC)OC.[H]/N=C\\CC", "symbols": ["C", "C", "C", "C", "C", "C", "N", "O", "O", "O", "F", "Si", "H", "H", "H", "H", "H", "H", "H", "H", "H", "H", "H", "H", "H", "H", "H", "H"], "xyz": [[1.46882, 1.62632, 2.27456], [-2.12791, -0.82025, -3.18847], [-1.42457, -1.79456, 1.44604], [1.31232, -3.28128, -0.88908], [1.21971, 2.55836, 1.04594], [0.13212, 3.57258, 1.11208], [0.21009, 4.80347, 0.80054], [-1.79250, -1.15658, -1.83635], [-0.52963, -1.25861, 0.49881], [0.46528, -2.56991, -1.77631], [0.65159, -0.00582, -1.29002], [-0.32744, -1.28147, -1.13317], [1.03576, 0.64604, 2.01986], [0.96969, 2.15395, 3.02419], [2.51891, 1.69986, 2.49178], [-1.46143, -0.97151, -3.98992], [-2.41999, 0.26639, -3.15682], [-2.99300, -1.40092, -3.53868], [-0.98429, -2.14673, 2.42523], [-2.23721, -2.37955, 1.02449], [-2.06036, -0.87243, 1.88293], [1.05469, -4.35138, -0.82784], [1.42539, -2.80548, 0.02927], [2.37237, -3.31211, -1.33961], [2.21308, 2.98044, 0.90427], [1.08471, 1.83506, 0.22502], [-0.87397, 3.31210, 1.32044], [1.09775, 4.95401, 0.44081]]}

Record 6
{"formula": "C6H16FO2Rb", "method": "ωB97M-V/def2-TZVPD", "relative_energy_ev": 0.1661, "symbols": ["Rb", "F", "C", "C", "C", "O", "H", "H", "H", "H", "H", "H", "H", "H", "C", "C", "C", "O", "H", "H", "H", "H", "H", "H", "H", "H"], "xyz": [[6.49472, -17.12686, -8.26998], [5.41161, -17.69650, -5.74640], [6.13229, -16.35328, -12.74772], [6.53139, -17.81044, -12.53396], [7.85155, -18.22076, -13.14200], [6.54939, -17.96972, -11.10407], [6.88672, -15.72287, -12.26904], [5.22237, -16.16480, -12.17969], [6.05094, -16.12601, -13.80607], [5.77812, -18.48167, -12.96324], [8.15174, -19.19010, -12.72921], [8.68284, -17.55249, -12.90419], [7.77087, -18.34202, -14.22198], [6.68461, -18.89737, -10.87478], [2.69012, -19.99460, -6.11218], [2.81640, -19.51944, -7.53734], [1.65875, -18.57544, -7.91124], [4.06218, -18.85674, -7.75187], [2.00454, -20.83979, -5.99905], [2.38723, -19.17656, -5.45412], [3.60982, -20.37355, -5.65577], [2.79843, -20.38302, -8.20855], [1.41379, -17.91202, -7.07741], [0.75095, -19.16292, -8.07300], [1.94498, -17.95877, -8.75898], [4.36062, -18.45758, -6.89276]]}

Across the entries above, calculated total energy takes the values -66981.9880 -44511.0185 -82104.4340 -53378.3562 -24711.9284 -13949.8900 eV, respectively.
Across the entries above, E_LUMO takes the values 3.399 -13.165 0.050 -3.444 0.708 -0.365 eV, respectively.
Across the entries above, HOMO energy takes the values -0.0704 -0.6380 -0.2179 -0.4606 -0.3610 -0.3181 Ha, respectively.